1.
The following is a DFT calculation (ωB97M-V/def2-TZVPD) of 2 unconnected molecules or ions with the total composition C3H3NO.

maximum force = 7.60 eV/A
orbital gap (alpha / beta) = 9.06 / 9.05 eV
energy above the lowest of the compared OMol25 structures with the same formula, charge and spin = 8.048 eV
E_tot = -6688.4441 eV
charge = 0
LUMO energy (alpha / beta) = 0.174 / 0.191 eV

The geometry in XYZ format:
```
8
Properties=species:S:1:pos:R:3:forces:R:3
C 0.192375 -1.270641 0.193537 -0.01 1.55 -1.25
O 3.209436 0.521319 0.014839 -2.15 -0.88 0.19
H -0.159969 -2.345545 0.018503 0.82 1.84 0.61
H -1.126225 1.899951 -0.121752 0.79 -1.32 0.38
C -0.180612 0.091018 0.084938 4.92 -5.71 0.97
C 1.201966 -0.291914 0.181348 0.29 0.03 0.03
N -1.149871 0.861730 -0.001552 -2.89 5.50 -0.64
H -1.987102 0.534080 -0.369859 -1.78 -1.00 -0.29
```
Forces are in eV/Å.

Here are the Löwdin charges for atoms 1 to 2, given in e: number 1, C, carries 0.06; number 2, O, carries -0.32

2.
The following is a DFT calculation (ωB97M-V/def2-TZVPD) of a molecular structure, C26H29N5O5S.

maximum force = 0.97 eV/A
orbital gap = 8.13 eV
energy above the lowest of the compared OMol25 structures with the same formula, charge and spin = 0.797 eV
E_tot = -55958.0018 eV
charge = 0
LUMO energy = 0.329 eV

The geometry in XYZ format:
```
66
Properties=species:S:1:pos:R:3:forces:R:3
C 3.982726 -0.601924 -1.257935 -0.35 0.81 0.05
H 0.665366 -2.099801 0.101512 -0.03 -0.10 -0.06
H -5.521554 -3.443068 1.178714 -0.05 0.06 0.10
H -2.469648 -2.930932 -1.596051 -0.05 0.03 0.17
N 1.959595 -1.424949 -2.339836 -0.14 -0.42 -0.12
C -0.461897 0.358261 -0.518694 0.20 -0.04 -0.04
H 2.829523 3.410405 1.366601 -0.03 -0.02 0.04
H -4.194532 -2.477441 1.834788 -0.01 0.05 0.09
H 3.413453 3.723094 3.021182 -0.08 0.03 -0.06
H -4.626776 3.384611 0.814790 -0.07 -0.01 0.04
H -0.931865 2.565956 -2.974476 -0.16 -0.16 0.09
O 3.896050 -0.711045 2.909013 0.07 0.04 0.05
O -0.901720 -1.313003 -2.216232 0.04 -0.11 -0.37
C -2.701775 -2.710772 -0.551913 0.01 -0.05 -0.25
H 0.895304 2.075090 0.963979 -0.01 0.18 -0.02
H -1.226596 0.885065 0.077920 0.13 -0.14 -0.13
H -1.724171 -4.631292 -0.141498 0.11 0.00 0.02
C -4.215237 -2.545145 -0.328999 -0.02 0.02 0.08
H -0.092210 4.102738 -0.977205 0.14 0.02 -0.06
C 2.710095 3.147704 2.421746 -0.04 0.30 0.00
C 2.655127 -0.426251 -1.772146 0.09 0.77 -0.14
N 5.854091 -1.867128 -0.557714 0.20 -0.04 0.07
C -1.280523 1.988590 -2.114801 0.03 0.14 -0.27
H 2.360347 -2.346602 -2.225971 -0.10 0.05 -0.03
C -3.135465 2.711450 -0.562791 0.09 0.02 -0.12
H -4.759082 -3.096902 -1.095344 -0.05 -0.02 -0.04
H -4.514220 -1.499286 -0.385437 -0.02 0.02 -0.12
C -2.847873 4.569833 0.926169 -0.10 0.03 0.07
H -3.747747 1.908238 -0.950261 -0.04 -0.10 -0.04
H -3.371476 -4.775767 2.036555 -0.02 -0.11 0.01
C 2.296381 0.908895 -1.647760 0.96 -0.07 -0.06
O 1.223145 2.658684 -2.754770 0.15 0.25 -0.04
C -4.477484 -3.169176 1.039103 -0.08 -0.15 -0.14
H -1.594948 -3.448048 1.156085 0.05 -0.01 -0.01
S 3.657859 1.799855 -1.051360 -0.41 -0.42 -0.41
C -1.127241 -0.901427 -1.094320 -0.18 0.36 0.40
C 1.119776 -1.272287 0.622491 -0.22 0.25 0.09
H 4.216212 0.140323 3.239205 -0.03 -0.04 -0.02
C 2.347150 0.840979 1.946557 -0.06 -0.06 0.03
O 3.034535 1.796897 2.649365 0.04 -0.61 -0.08
C -2.262752 -3.851234 0.392357 -0.06 -0.15 -0.03
H -2.021780 1.255717 -2.448327 0.02 0.05 0.02
H -0.961738 5.575974 0.805615 0.05 0.07 0.02
H -3.977565 -5.169532 0.424566 -0.05 -0.07 0.00
C -1.859081 2.907672 -1.073077 -0.10 -0.03 -0.01
C 0.672616 0.022308 0.421323 -0.15 -0.25 0.33
C -3.630264 3.542339 0.428520 -0.09 0.05 0.10
C 1.269016 1.074130 1.116826 0.04 -0.11 0.30
H 2.567085 -2.517373 1.605827 0.08 -0.16 0.03
O 4.077144 -2.966051 -1.422125 -0.19 -0.14 -0.09
C 1.105943 1.668703 -2.047710 -0.06 -0.09 -0.06
H 6.229618 -0.975334 -0.285230 0.03 0.00 0.03
N -1.997716 -1.480530 -0.252049 -0.12 -0.01 0.09
C 2.192358 -1.517025 1.465318 0.21 0.16 0.20
C -1.080637 3.945383 -0.571075 0.00 -0.01 -0.01
H 6.357816 -2.717329 -0.372966 -0.09 0.03 -0.04
H 1.688961 3.372641 2.745210 0.02 -0.02 -0.02
H 0.974201 -1.325429 -2.539510 -0.02 0.03 0.00
C -3.546632 -4.378044 1.038563 0.03 0.05 0.12
C -1.572070 4.770572 0.423598 0.06 0.04 0.02
N 4.588375 0.493957 -0.847161 0.34 -0.31 0.06
C 2.825166 -0.473176 2.114826 -0.19 0.18 -0.12
H -3.232599 5.215615 1.701588 -0.03 0.05 0.06
N -0.118724 1.275528 -1.594678 -0.35 -0.10 0.06
C 4.623232 -1.920628 -1.101754 0.54 -0.16 0.19
H -2.102652 -1.113283 0.681236 0.13 0.14 -0.04
```
Forces are in eV/Å.

Here are the Löwdin charges for atoms 1 to 2, given in e: number 1, C, carries -0.26; number 2, H, carries 0.11

3.
The following is a DFT calculation (ωB97M-V/def2-TZVPD) of 2 unconnected molecules or ions with the total composition C7H9NO2S2.

maximum force = 5.44 eV/A
orbital gap (alpha / beta) = 7.34 / 5.65 eV
energy above the lowest of the compared OMol25 structures with the same formula, charge and spin = 4.690 eV
E_tot = -34655.9815 eV
charge = 0
LUMO energy (alpha / beta) = -1.265 / -1.790 eV

The geometry in XYZ format:
```
21
Properties=species:S:1:pos:R:3:forces:R:3
H -3.048580 -2.115037 -1.064681 0.45 0.20 0.48
N 2.175408 -2.018379 1.923873 -4.56 -2.60 -1.43
S 0.778483 -0.897715 1.712475 2.29 -0.75 0.40
C 0.410909 2.045044 0.697894 0.67 1.30 0.53
H -2.421846 0.100302 0.236468 1.45 -0.60 -1.19
C -2.033859 -1.704387 -1.010667 -0.76 0.63 -0.49
H -1.196792 -3.025611 -2.558486 0.46 0.53 1.17
C -0.352489 -0.032832 -0.781823 -3.41 0.14 1.51
O 0.974071 0.043812 2.770625 0.19 0.78 0.83
C 0.459654 1.025359 -0.239902 1.67 -2.15 -2.88
O -0.402548 -1.707548 1.730061 -0.34 -0.66 -0.25
H 1.342722 1.025591 -0.913078 0.01 0.46 0.82
H -0.362990 1.995763 1.385767 -1.45 0.19 1.36
H 3.019501 -1.594084 1.860796 3.10 2.16 -0.18
S 0.336671 -1.240616 -1.776031 0.61 -0.45 -0.60
H 1.664916 3.796578 1.467061 -0.90 -0.39 0.28
H 2.187043 2.868770 -0.061471 -1.34 0.33 1.78
C -1.692354 -0.437158 -0.463168 0.13 0.56 0.87
C 1.399469 2.978105 0.804048 1.95 -0.96 -2.99
H 2.149796 -2.772494 1.175132 -0.21 1.24 1.20
C -1.043246 -2.265000 -1.754431 0.00 0.04 -1.24
```
Forces are in eV/Å.

Here are the Löwdin charges for atoms 1 to 2, given in e: number 1, H, carries 0.11; number 2, N, carries -0.08

4.
The following is a DFT calculation (ωB97M-V/def2-TZVPD) of C3H7N5 in the gas phase.

maximum force = 6.03 eV/A
SMILES = [H]/N=c1\nnn(CC)[nH]1
orbital gap = 9.65 eV
energy above the lowest of the compared OMol25 structures with the same formula, charge and spin = 3.476 eV
E_tot = -10671.5245 eV
charge = 0
LUMO energy = 0.655 eV

The geometry in XYZ format:
```
15
Properties=species:S:1:pos:R:3:forces:R:3
H -1.012967 1.361901 -0.244565 0.86 -1.06 -0.44
H -2.133978 -0.601597 -0.030055 0.08 -0.83 -0.15
H 1.871526 3.498153 -0.044012 1.82 0.55 0.27
N 0.981348 3.103641 -0.059946 -2.77 0.44 -0.37
N 1.712119 -0.112119 -0.084926 5.50 -0.14 1.94
H -1.663926 -1.742545 -1.338521 0.31 0.11 -0.50
H -2.072450 -2.358169 0.190223 -1.50 -1.83 1.27
N 2.092364 1.031059 0.337713 -0.55 -0.59 -1.68
C -1.634810 -1.561495 -0.280661 2.88 2.19 0.89
C 0.964762 1.872701 0.095368 0.26 -1.29 1.14
N 0.506761 -0.216312 -0.376660 -5.73 -1.83 0.46
C -0.141312 -1.479733 0.291441 1.14 0.17 -0.63
N -0.120592 0.954870 0.077085 0.10 2.83 0.12
H 0.072519 -1.440486 1.442812 -1.18 0.56 -1.98
H 0.578635 -2.309870 0.024703 -1.21 0.72 -0.36
```
Forces are in eV/Å.

Here are the Löwdin charges for atoms 1 to 2, given in e: number 1, H, carries 0.15; number 2, H, carries 0.07

5.
The following is a DFT calculation (ωB97M-V/def2-TZVPD) of 2 unconnected molecules or ions with the total composition C4H9NO3.

maximum force = 1.07 eV/A
SMILES = CCC(=O)NC=O.O
orbital gap = 11.01 eV
energy above the lowest of the compared OMol25 structures with the same formula, charge and spin = 0.436 eV
E_tot = -11927.1058 eV
charge = 0
LUMO energy = 0.776 eV

The geometry in XYZ format:
```
17
Properties=species:S:1:pos:R:3:forces:R:3
H -3.514877 1.040796 -0.999640 -0.02 0.03 0.27
H -2.173969 1.478793 -1.549941 0.11 -0.08 0.51
C 1.521711 -0.899914 -0.681578 -0.77 0.67 -0.31
H 2.507239 0.564685 0.664977 -0.09 -0.22 0.04
H 3.104466 0.552024 -0.970734 -0.02 0.13 -0.23
H 1.332390 -1.801094 -0.107465 0.13 -0.08 0.22
O -0.152087 0.434392 -1.785108 0.10 -0.13 0.27
H 3.509870 -0.785658 0.080181 0.14 0.14 0.14
C -0.135670 -0.467300 1.654931 -0.07 0.15 -0.08
H 0.935436 -0.622455 1.868462 -0.15 -0.26 -0.11
O -2.683983 1.441353 -0.718440 -0.11 0.09 -0.72
C 2.719381 -0.085879 -0.185884 0.14 -0.33 0.10
C 0.252716 -0.054055 -0.745167 0.30 0.29 0.04
H 1.664527 -1.186126 -1.713191 0.26 -0.25 -0.21
N -0.400865 0.176382 0.448579 -0.01 0.10 0.17
H -1.270113 0.715061 0.406684 -0.08 -0.41 -0.28
O -1.008954 -0.755777 2.427000 0.15 0.15 0.19
```
Forces are in eV/Å.

Here are the Löwdin charges for atoms 1 to 2, given in e: number 1, H, carries 0.05; number 2, H, carries 0.04

6.
The following is a DFT calculation (ωB97M-V/def2-TZVPD) of 7 unconnected molecules or ions with the total composition C25H64NO21PS6Si.

maximum force = 2.32 eV/A
SMILES = C=CC[Si@@](O)(CCC(N)=O)P(C)O.CCOS(C)(=O)=O.CCOS(C)(=O)=O.CCOS(C)(=O)=O.CCOS(C)(=O)=O.CCOS(C)(=O)=O.CCOS(C)(=O)=O
orbital gap = 8.19 eV
E_tot = -153625.7879 eV
charge = 0
LUMO energy = 0.322 eV

The geometry in XYZ format:
```
119
Properties=species:S:1:pos:R:3:forces:R:3
S 7.636901 2.582680 0.476132 0.19 -0.64 0.17
H -0.711127 1.849090 0.579940 0.14 0.02 -0.16
N -0.219449 2.669840 3.263954 0.42 0.04 -0.23
H 0.561609 3.017903 3.819513 -0.23 0.43 -0.11
H 2.821460 6.275326 9.179463 0.06 0.04 -0.04
H 0.948479 5.705529 0.065684 -0.25 -0.29 -0.12
P -0.801989 3.691459 -2.045714 -1.52 -0.53 -0.01
H 9.149421 1.856862 2.127122 -0.04 0.00 -0.03
H 1.385396 6.187695 8.173428 0.02 0.02 -0.03
H -0.641516 2.196220 -5.253646 -0.03 -0.05 0.03
H -3.706080 -6.419104 1.845327 0.01 0.02 -0.05
C -5.954476 -0.658722 -3.582973 -0.09 0.09 0.00
C 1.164041 1.396802 1.607455 -0.52 -0.38 0.05
H 3.401510 6.692290 0.625797 -0.91 -0.16 -1.57
C 3.463299 5.601951 0.599840 0.39 0.15 -0.28
C 0.169376 1.406355 2.764443 1.07 1.51 -0.37
C 3.179740 5.429581 7.227663 -0.07 0.75 -0.12
H -3.147027 -6.004674 -3.408299 -0.07 0.06 -0.04
H 4.155829 0.899692 -1.246369 0.01 -0.03 0.09
S -6.177494 -2.374278 -3.903541 -0.44 0.99 0.19
C -2.994397 -6.995031 1.259346 -0.08 -0.04 0.06
H -2.252790 2.944997 -5.196755 -0.01 -0.08 0.09
C -3.533120 -4.619926 -1.798807 0.13 0.36 -0.75
H -7.610350 -3.835249 -5.800637 0.12 0.12 0.07
O -3.687836 0.570141 -5.862815 -0.15 -0.07 0.30
O -0.142374 3.360280 -3.566163 0.79 0.87 1.17
H 2.003241 2.077507 1.776219 -0.15 -0.01 -0.07
H -2.631445 -3.404391 -6.581114 0.09 0.01 0.01
H -0.460509 6.187509 -2.171734 -0.19 0.06 0.19
H 2.496776 -5.296990 0.238764 -0.03 0.02 0.04
H -3.122752 -3.698442 -1.380800 0.05 -0.13 0.19
C 9.238759 2.192528 1.097277 0.06 -0.08 0.05
O 2.340158 3.099904 -1.382314 -1.09 0.32 0.01
H 0.403854 -2.068891 3.040460 -0.05 0.01 0.08
C -0.421091 -2.776167 2.988530 0.27 0.13 -0.16
H 9.836653 3.100065 1.045329 -0.08 0.04 -0.03
C 2.508377 4.783063 1.109702 -0.38 0.08 0.07
O -5.344878 -2.757716 -5.003007 -0.05 -0.53 0.17
O 1.344278 3.305899 6.171370 -0.25 0.20 -0.10
C -1.642312 2.173144 -5.658828 -0.10 -0.14 -0.41
C -2.669429 -2.315445 -6.633897 -0.18 0.22 -0.03
H -2.761327 -2.011739 -7.677968 0.10 -0.06 -0.01
O 2.454980 -2.857748 1.659772 0.23 0.14 0.20
C 2.365238 1.674280 7.936350 0.11 -0.05 -0.01
H -1.182577 -2.451720 3.698309 0.00 -0.07 0.01
H -6.018959 -0.110139 -4.519224 0.07 -0.05 -0.01
H -2.194273 -7.368794 1.895509 0.05 0.05 -0.05
H 2.844429 1.712807 8.911364 -0.02 0.04 -0.01
H -4.966233 -0.535642 -3.141653 0.04 -0.07 -0.07
O -3.576936 -5.655731 -0.792288 0.11 -0.16 0.33
H -1.362069 -1.966303 -4.945472 -0.03 0.19 0.03
H 0.348694 0.860807 -0.391053 0.09 0.09 0.15
H -3.567721 -1.987766 -6.120070 0.00 -0.07 -0.02
H -1.703767 5.690912 -0.949098 0.24 -0.13 -0.03
O -1.834072 -4.729763 0.676838 0.25 0.02 -0.11
H 1.514042 0.997062 7.965806 -0.05 0.08 -0.04
O 0.856564 3.690613 8.582815 -0.24 0.08 -0.20
S -2.258177 -5.944963 0.050664 -0.75 -0.15 -0.08
H -1.042166 2.584938 3.851064 0.23 -0.17 0.18
H -9.189318 -3.132969 -5.488089 0.11 0.28 0.06
O 3.027216 -4.347086 3.574293 0.06 0.30 0.06
C 2.456771 6.384826 8.157717 -0.25 -0.13 0.10
S 1.747719 3.276253 7.545891 0.68 -0.26 0.29
H -6.719507 -0.332854 -2.882053 0.00 -0.07 0.00
C 5.616252 0.947378 0.335861 -0.77 -0.08 -0.26
H 5.382232 2.147533 -1.448833 -0.06 0.00 0.02
H 0.494193 -4.241254 4.294054 0.19 -0.05 -0.11
C -2.758826 -5.059122 -3.027401 0.33 -0.13 0.10
H -4.561350 -4.415721 -2.083867 0.01 -0.22 0.38
H -2.828569 -4.301404 -3.809709 -0.16 0.02 0.04
C 5.214063 1.124667 -1.114328 0.16 0.18 -0.15
H -0.829007 -2.725516 1.979676 -0.08 -0.07 0.05
C 3.084712 -5.329313 1.152976 0.00 -0.08 -0.08
H 9.678716 1.420775 0.470615 -0.04 0.02 -0.01
H -9.110022 -5.376247 -4.482175 -0.04 0.08 -0.07
O 7.760808 2.983158 -0.891119 -0.10 0.26 0.04
H 3.046353 -6.315384 1.608169 -0.03 0.03 0.02
S -2.375135 0.617590 -5.287972 0.63 0.22 -0.50
C 0.345200 1.702648 0.311374 0.32 0.41 0.03
H -7.675434 -4.948743 -3.550331 -0.01 -0.01 -0.03
H 2.585663 4.008282 -1.625165 0.48 -0.29 0.09
O 7.034098 1.107653 0.536921 0.30 0.14 0.10
O -2.171209 0.305647 -3.904608 -0.34 -0.19 0.03
H -2.082889 5.629436 -2.664911 0.15 0.06 0.09
C -1.275786 5.494854 -1.936901 0.60 -0.30 -0.70
H 5.376560 -0.065153 0.657804 0.29 0.00 0.12
O 6.946062 3.401960 1.425147 -0.13 0.18 -0.19
H 0.361232 4.703732 1.437296 -0.08 -0.13 -0.31
H 5.066533 1.631945 0.985561 0.17 0.09 0.02
O 3.125083 4.067642 7.691243 -0.09 -0.29 -0.01
O -1.353951 -6.722566 -0.740053 0.25 0.15 0.09
S 2.436268 -4.145283 2.285099 -0.52 -0.54 -0.31
O 0.944986 -4.697991 2.309069 0.35 -0.11 -0.10
H -3.483816 -7.822858 0.752462 0.02 0.03 -0.02
C -8.267755 -3.464335 -5.011652 -0.27 -0.66 -0.17
H 0.817855 3.478846 -3.480808 -0.13 -0.07 -0.40
H 2.809510 4.135656 1.941113 0.10 -1.25 -1.19
O -7.693228 -2.296797 -4.398434 0.20 0.10 0.05
H 3.067638 1.365025 7.166600 -0.01 0.04 0.00
H 5.802499 0.471483 -1.760343 -0.04 -0.06 0.06
H 1.527777 0.366687 1.574047 0.18 0.22 -0.05
O -1.387003 -0.278333 -6.168568 -0.05 0.31 0.10
H -9.200638 -4.155899 -3.193422 -0.05 -0.01 -0.06
H -1.703699 -5.211790 -2.799202 -0.01 0.03 -0.02
C 1.084494 4.754395 0.606706 0.16 1.13 1.57
H 2.604407 7.415605 7.833852 0.10 -0.04 -0.04
H 2.789835 5.495162 6.209949 -0.06 -0.17 0.03
H -0.541890 -2.098836 -6.492373 0.10 0.32 0.00
H 4.235662 5.692470 7.186496 0.04 -0.31 0.04
O -6.131567 -3.079050 -2.653719 0.07 -0.15 -0.33
H 4.115063 -5.048654 0.943922 -0.01 0.06 0.07
C 0.037311 -4.183617 3.303372 -0.54 0.42 0.44
H -1.632804 2.303711 -6.739148 -0.09 -0.08 0.01
C -8.583884 -4.550787 -4.001335 0.20 -0.02 0.20
Si 0.850160 3.272508 -0.580228 0.83 0.25 0.18
H 4.370688 5.182313 0.158019 0.76 0.19 1.75
C -1.433820 -1.707415 -6.004321 -0.13 -0.76 0.00
O -0.283289 0.398027 3.184589 -1.22 -1.90 0.53
H -0.821609 -4.853286 3.304168 0.19 -0.19 -0.23
```
Forces are in eV/Å.

Here are the Löwdin charges for atoms 1 to 2, given in e: number 1, S, carries 0.57; number 2, H, carries 0.08